Molecular formula: C6H14NO
Method: DFT, ωB97M-V with the def2-TZVPD basis set

Output
HOMO in eV: -2.67
HOMO-LUMO gap in eV: 6.5
Largest force on an atom in eV/Å: 1.3
2S+1: 1
Energy in a.u.: -366.98048
Structure (SMILES): CC(C)CCNC[O-]
Net charge: -1
Energy above the lowest of the compared OMol25 structures with the same formula, charge and spin in kcal/mol: 13.29
Molar mass in g mol⁻¹: 116.2

The geometry in XYZ format:
```
22
Properties=species:S:1:pos:R:3:nbo_charge:R:1
C -1.09911 0.23760 -2.27841 -0.601
C -0.39089 -0.44455 -1.07442 -0.302
C 0.05656 -1.84806 -1.47899 -0.605
C -1.21294 -0.44409 0.20525 -0.408
C -0.39519 -0.57289 1.49014 -0.230
N 0.19149 0.69841 1.98803 -0.683
C 1.51369 1.08695 1.34950 0.132
O 1.49572 1.36572 0.04579 -0.946
H -0.39327 0.86369 -2.83399 0.207
H -1.44056 -0.50065 -3.00310 0.175
H -1.89759 0.86320 -1.89784 0.194
H 0.51107 0.15067 -0.87056 0.316
H 0.91457 -1.78628 -2.14221 0.201
H -0.76555 -2.45976 -1.82061 0.175
H 0.49343 -2.32180 -0.61353 0.197
H -2.08961 -1.09314 0.03495 0.174
H -1.71674 0.52870 0.30472 0.187
H -1.03346 -0.94637 2.29834 0.165
H 0.48772 -1.21296 1.37332 0.183
H -0.45579 1.42359 1.68463 0.324
H 1.74444 1.99644 1.96692 0.075
H 2.19369 0.25854 1.64040 0.068
```

=====

Molecular formula: CH4IOPS
Method: DFT, ωB97M-V with the def2-TZVPD basis set

Output
HOMO in eV: -9.54
HOMO-LUMO gap in eV: 9.0
Largest force on an atom in eV/Å: 3.9
2S+1: 1
Energy in a.u.: -1152.90290
Structure (SMILES): C=PI.OS
Energy above the lowest of the compared OMol25 structures with the same formula, charge and spin in kcal/mol: 84.48
Molar mass in g mol⁻¹: 222.0

The geometry in XYZ format:
```
9
Properties=species:S:1:pos:R:3:nbo_charge:R:1
C -0.92456 2.02706 0.54796 -0.852
P 0.02479 0.73255 0.15312 0.535
I 1.99827 1.78287 -0.91054 -0.151
H -1.81318 2.06688 1.08788 0.231
H -0.70964 3.02757 0.20177 0.229
O 1.09110 -2.57256 0.41909 -0.805
S 0.04241 -2.93613 -0.93747 0.241
H 1.41822 -1.69767 -0.01759 0.484
H -1.12740 -2.43059 -0.54422 0.087
```

=====

Molecular formula: C19H43NO11PS
Method: DFT, ωB97M-V with the def2-TZVPD basis set

Output
HOMO in eV: -11.70
HOMO-LUMO gap in eV: 8.5
Largest force on an atom in eV/Å: 0.4
2S+1: 1
Energy in a.u.: -2371.45561
Net charge: +1
Energy above the lowest of the compared OMol25 structures with the same formula, charge and spin in kcal/mol: 0.00
Molar mass in g mol⁻¹: 524.6

The geometry in XYZ format:
```
76
Properties=species:S:1:pos:R:3:mulliken_charge:R:1
C -4.76434 -2.28275 -2.34912 -1.224
C -3.38217 -2.57609 -2.92614 -0.163
C -2.85642 -3.94253 -2.51534 -0.454
O -1.42416 -3.90933 -2.46253 -0.374
C -0.85359 -4.76725 -1.52954 -0.821
C -0.92554 -4.18318 -0.11044 0.880
C -0.03010 -4.98308 0.81898 -1.400
N -0.03521 -4.40133 2.22304 0.037
C -0.34908 -2.88817 2.29155 2.121
C 0.52402 -2.34844 3.43988 -1.778
O 0.22176 -1.01027 3.65287 -0.227
C 1.24806 -0.07991 3.27208 -0.231
C 0.61204 1.30414 3.20015 -0.716
O 0.86043 1.86356 1.92251 -0.126
C -0.33110 2.28223 1.26700 0.288
C 0.01888 2.83831 -0.10083 -0.598
O -0.97859 2.40876 -1.00279 -0.375
C -1.14146 3.22685 -2.16497 -0.329
C -0.54290 2.56588 -3.40198 -1.067
C -1.84637 -2.76856 2.59146 -1.282
P -2.99774 -1.43237 2.11520 0.799
O -4.33682 -1.86674 2.48707 -0.717
O -2.45671 -0.10462 2.81841 -0.359
O -2.80446 -1.19066 0.56019 -0.428
C 0.14056 -2.33092 0.95827 -1.492
O -0.55132 -2.81976 -0.15967 -0.119
H -5.53557 -2.89419 -2.82157 0.381
H -4.79081 -2.47400 -1.27372 0.263
H -5.03738 -1.23889 -2.50318 0.344
H -3.41721 -2.51467 -4.01569 0.317
H -2.65977 -1.82964 -2.58886 0.169
H -3.26560 -4.21658 -1.53414 0.268
H -3.15161 -4.72563 -3.22190 0.401
H 0.19153 -4.91107 -1.81896 0.400
H -1.34572 -5.75184 -1.51628 0.400
H -1.96227 -4.26271 0.23953 -0.039
H -0.37921 -6.01254 0.88262 0.457
H 1.00485 -4.98692 0.48004 0.395
H -0.70266 -4.90528 2.80911 0.492
H 0.88476 -4.55407 2.64183 0.437
H 0.32770 -2.92771 4.35318 0.345
H 1.58175 -2.49249 3.17195 0.663
H 2.08634 -0.14129 3.97182 0.305
H 1.60826 -0.33120 2.26885 0.249
H -0.46062 1.16578 3.34969 0.257
H 0.98410 1.96715 3.98495 0.358
H -0.99910 1.42203 1.11545 -0.190
H -0.85940 3.01373 1.88753 0.336
H 0.99909 2.45036 -0.39462 0.115
H 0.08223 3.92943 -0.08551 0.378
H -2.21510 3.38611 -2.28237 0.392
H -0.67836 4.20099 -1.99137 0.315
H -1.28072 1.99392 -3.96497 0.312
H 0.25237 1.88260 -3.09893 0.294
H -0.10535 3.30673 -4.07193 0.313
H -2.38567 -3.60809 2.14090 0.406
H -1.99694 -2.86198 3.67261 0.499
H -3.20271 0.43621 3.12146 0.294
H -2.23955 -0.45305 0.29343 0.251
H 1.21923 -2.53447 0.87567 0.433
H 0.02808 -1.24520 0.96780 0.161
O 2.42335 4.59481 -1.59399 -0.605
S 3.55918 4.61267 -0.71660 1.236
O 3.62747 5.62712 0.28925 -0.650
O 4.88077 4.60028 -1.58309 -0.283
C 5.01736 5.61489 -2.62288 -0.334
C 5.35748 6.97695 -2.06589 -0.981
C 3.78726 3.04037 0.03997 -0.822
H 4.09797 5.62420 -3.20860 0.317
H 5.81954 5.22403 -3.24420 0.267
H 4.54234 7.38551 -1.47199 0.306
H 5.55454 7.65332 -2.89855 0.390
H 6.24861 6.92647 -1.44108 0.269
H 3.74669 2.27039 -0.72617 0.318
H 2.98682 2.91232 0.76687 0.114
H 4.75396 3.05139 0.53724 0.443
```

=====

Molecular formula: C20H18BFO7
Method: DFT, ωB97M-V with the def2-TZVPD basis set

Output
HOMO in eV: -9.56
HOMO-LUMO gap in eV: 8.8
Largest force on an atom in eV/Å: 5.1
2S+1: 1
Energy in a.u.: -1424.43051
Structure (SMILES): O=C1c2ccccc2C(=O)c2ccccc21.CCOB(O)[C@H](CC(=O)F)OC=O
Molar mass in g mol⁻¹: 400.2

The geometry in XYZ format:
```
47
Properties=species:S:1:pos:R:3:nbo_charge:R:1
O 0.23336 -0.56955 1.88041 -0.536
C 1.27705 -0.19105 2.37566 0.522
C 1.29881 0.39475 3.74445 -0.064
C 0.11477 0.48559 4.46615 -0.175
C 0.12707 0.99361 5.75408 -0.196
C 1.32316 1.41257 6.32846 -0.194
C 2.50303 1.33954 5.60760 -0.157
C 2.49535 0.83657 4.31241 -0.142
C 3.76892 0.78131 3.54301 0.551
O 4.79854 1.21573 4.01866 -0.527
C 3.75025 0.17738 2.18431 -0.149
C 4.93413 0.08461 1.46359 -0.166
C 4.93574 -0.50399 0.20950 -0.192
C 3.75427 -1.00391 -0.32980 -0.178
C 2.56919 -0.90262 0.37867 -0.182
C 2.56056 -0.30743 1.63424 -0.062
H -0.81418 0.15503 4.02134 0.236
H -0.79579 1.05973 6.31616 0.217
H 1.33256 1.79845 7.33982 0.218
H 3.43226 1.67022 6.05185 0.238
H 5.85350 0.46892 1.88454 0.238
H 5.86010 -0.57823 -0.34916 0.217
H 3.75838 -1.47211 -1.30579 0.221
H 1.65403 -1.29018 -0.04483 0.256
C -5.52025 -1.80229 -2.49655 -0.646
C -5.02183 -1.05084 -3.74595 -0.077
O -4.00012 -0.09754 -3.46196 -0.691
B -2.72468 -0.44157 -3.77391 1.136
O -2.32601 -1.34380 -4.74643 -0.920
C -1.55948 0.33587 -2.97855 -0.243
C -1.12662 1.52351 -3.86750 -0.532
C -0.58264 2.66318 -3.05479 0.876
O 0.47652 3.07199 -3.08308 -0.501
F -1.49720 3.20497 -2.23662 -0.348
O -0.39896 -0.50001 -2.75589 -0.492
C -0.60500 -1.40604 -1.80084 0.649
O 0.26116 -2.09604 -1.45600 -0.552
H -5.04201 -1.48048 -1.57273 0.226
H -5.43673 -2.88139 -2.60811 0.211
H -6.58538 -1.61565 -2.36693 0.220
H -5.87094 -0.49302 -4.13706 0.188
H -4.77301 -1.78225 -4.51515 0.180
H -2.43757 -2.24905 -4.42428 0.504
H -1.91833 0.77257 -2.04433 0.217
H -2.00995 1.91709 -4.37894 0.240
H -0.42723 1.22287 -4.63909 0.257
H -1.59882 -1.52699 -1.34065 0.106
```